A structure of composition C6H28AgBN12O6 at a distorted geometry. Source: the OMol25 dataset; level of theory: ωB97M-V/def2-TZVPD.

Last column: Mulliken charge in e.
Positions of all 54 atoms, in Å:
1 Ag -2.97 -5.80 31.62  1.789
2 B -2.71 -4.94 33.92  0.512
3 H -3.37 -5.88 34.02  -0.398
4 H -3.06 -4.39 32.97  0.047
5 H -2.85 -4.29 34.86  -0.099
6 H -1.63 -5.26 33.68  -0.511
7 C -2.32 -7.48 28.37  0.433
8 O -2.78 -7.37 29.51  -0.625
9 N -2.94 -6.95 27.28  -0.468
10 N -1.20 -8.20 28.12  -0.414
11 H -2.37 -7.03 26.46  0.120
12 H -3.93 -7.04 27.11  0.324
13 H -0.77 -8.22 27.22  0.169
14 H -0.76 -8.63 28.92  0.261
15 C -3.44 -3.54 28.95  0.335
16 O -3.18 -4.32 29.87  -0.266
17 N -3.77 -3.94 27.71  -0.421
18 N -3.43 -2.18 29.09  -0.437
19 H -3.77 -4.95 27.65  0.242
20 H -3.75 -3.45 26.84  0.191
21 H -3.24 -1.79 30.00  0.249
22 H -4.01 -1.75 28.39  0.184
23 C 0.27 -5.39 31.24  0.366
24 O -0.86 -5.08 30.83  -0.495
25 N 1.09 -6.15 30.48  -0.374
26 N 0.74 -5.09 32.49  -0.419
27 H 0.73 -6.56 29.64  0.209
28 H 1.88 -6.52 30.96  0.194
29 H 0.02 -4.62 33.03  0.213
30 H 1.31 -5.83 32.88  0.250
31 C -6.42 -5.24 31.40  0.579
32 O -5.19 -5.12 31.40  -0.541
33 N -7.05 -6.40 31.12  -0.356
34 N -7.24 -4.24 31.78  -0.463
35 H -6.62 -7.22 30.75  0.191
36 H -8.03 -6.50 31.30  0.162
37 H -6.80 -3.37 32.01  0.243
38 H -8.23 -4.35 31.90  0.150
39 C -4.87 -8.79 32.14  0.335
40 O -4.33 -7.69 32.29  -0.495
41 N -6.04 -9.14 32.76  -0.431
42 N -4.26 -9.75 31.40  -0.382
43 H -6.37 -8.47 33.43  0.264
44 H -6.34 -10.09 32.65  0.151
45 H -3.40 -9.63 30.89  0.203
46 H -4.73 -10.60 31.15  0.179
47 C -0.93 -8.11 33.05  0.082
48 O -1.44 -7.59 32.04  -0.103
49 N 0.12 -8.97 33.02  -0.388
50 N -1.44 -7.97 34.32  -0.452
51 H 0.48 -9.19 32.11  0.241
52 H 0.22 -9.54 33.84  0.224
53 H -2.34 -7.52 34.28  0.197
54 H -0.82 -7.62 35.03  0.253

Its expectation value of S² is 0.7528. The spin multiplicity is 2. The charge is +1. The total energy comes out at -41514.9128 eV. The value obtained for the HOMO energy (spin up / spin down) is -0.440 / -0.437 Ha. The calculation puts the gap between HOMO and LUMO (spin up / spin down) at 9.93 / 6.84 eV. As for the max |F|: 3.341 eV Å⁻¹. The value obtained for the lowest unoccupied orbital energy (spin up / spin down) is -0.07509 / -0.18529 Ha. The energy above the lowest of the compared OMol25 structures with the same formula, charge and spin is 98.3 kJ/mol.